No. 1
{"formula": "C27H53N2O4S", "method": "ωB97M-V/def2-TZVPD", "gap_ev": 6.367, "total_energy_ev": -50849.45496, "total_charge": 1, "homo_ev": -9.384, "species": ["C", "C", "C", "O", "O", "C", "C", "S", "C", "C", "C", "O", "C", "O", "C", "C", "C", "C", "C", "C", "H", "H", "H", "H", "H", "H", "H", "H", "H", "H", "H", "H", "H", "H", "H", "H", "H", "H", "H", "H", "H", "H", "H", "C", "C", "N", "C", "C", "C", "C", "H", "H", "H", "H", "H", "H", "H", "H", "H", "H", "H", "H", "H", "H", "H", "C", "C", "N", "C", "C", "C", "C", "H", "H", "H", "H", "H", "H", "H", "H", "H", "H", "H", "H", "H", "H", "H"], "xyz": [[-2.620, -0.080, 3.763], [-3.165, -1.559, 3.458], [-3.277, -2.497, 4.760], [-3.967, -2.044, 5.713], [-2.635, -3.789, 4.859], [-3.516, -4.847, 4.404], [-2.715, -6.112, 3.791], [-1.829, -5.663, 2.196], [-3.066, -4.657, 1.255], [-2.649, -4.244, -0.234], [-4.056, -3.989, -1.025], [-3.845, -3.369, -2.308], [-0.319, -4.701, 2.730], [-0.180, -3.381, 2.181], [0.668, -3.352, 1.022], [0.782, -4.450, -0.064], [1.723, -4.260, -1.308], [2.580, -2.958, -1.521], [2.485, -1.879, -0.405], [1.553, -2.070, 0.817], [-1.598, -0.199, 4.277], [-2.490, 0.448, 2.754], [-3.378, 0.493, 4.394], [-2.427, -2.042, 2.716], [-4.210, -1.501, 2.999], [-4.115, -5.258, 5.306], [-4.292, -4.406, 3.693], [-3.505, -6.905, 3.536], [-1.946, -6.478, 4.550], [-3.394, -3.722, 1.818], [-4.012, -5.319, 1.151], [-2.065, -5.055, -0.800], [-2.112, -3.224, -0.264], [-4.729, -3.269, -0.413], [-4.660, -4.969, -1.121], [-4.645, -2.828, -2.504], [-0.413, -4.567, 3.876], [0.618, -5.361, 2.586], [0.176, -5.415, 0.015], [1.826, -5.052, -2.133], [3.245, -2.795, -2.439], [3.114, -0.930, -0.491], [1.489, -1.251, 1.609], [-0.442, 3.547, -1.863], [-0.396, 2.025, -1.813], [-1.709, 1.390, -1.735], [-1.640, -0.031, -1.414], [-0.975, -0.960, -2.426], [-2.659, 1.748, -2.784], [-2.253, 1.477, -4.232], [-0.991, 3.956, -1.012], [0.574, 3.948, -1.832], [-0.905, 3.909, -2.785], [0.175, 1.757, -0.914], [0.182, 1.659, -2.669], [-2.653, -0.404, -1.209], [-1.111, -0.137, -0.459], [-1.616, -1.147, -3.288], [-0.779, -1.933, -1.960], [-0.017, -0.573, -2.782], [-2.888, 2.815, -2.691], [-3.618, 1.253, -2.590], [-1.222, 1.771, -4.443], [-2.896, 2.051, -4.908], [-2.375, 0.426, -4.498], [4.185, 3.042, -0.955], [5.118, 4.204, -0.633], [4.884, 5.399, -1.441], [5.947, 6.392, -1.315], [6.151, 7.050, 0.048], [3.526, 5.935, -1.423], [2.942, 6.339, -0.070], [4.232, 2.776, -2.014], [4.477, 2.162, -0.375], [3.147, 3.270, -0.697], [6.139, 3.850, -0.820], [5.057, 4.420, 0.441], [5.795, 7.179, -2.064], [6.891, 5.917, -1.605], [5.380, 7.792, 0.259], [7.110, 7.578, 0.063], [6.171, 6.323, 0.864], [2.856, 5.193, -1.872], [3.464, 6.793, -2.101], [3.144, 5.605, 0.712], [1.854, 6.431, -0.152], [3.317, 7.309, 0.258]]}



No. 2
{"formula": "C45H62IrN6O4", "method": "ωB97M-V/def2-TZVPD", "gap_ev": 6.658, "total_energy_ev": -67639.69167, "total_charge": 1, "homo_ev": -9.916, "species": ["Ir", "C", "C", "C", "C", "C", "C", "C", "C", "C", "C", "C", "C", "N", "C", "C", "C", "C", "C", "N", "C", "C", "C", "C", "H", "H", "H", "H", "H", "H", "H", "H", "H", "H", "H", "H", "H", "H", "H", "H", "H", "H", "H", "H", "H", "H", "H", "H", "H", "H", "H", "H", "H", "C", "C", "C", "C", "C", "C", "C", "O", "C", "C", "C", "H", "H", "H", "H", "H", "H", "H", "H", "H", "H", "H", "H", "C", "C", "C", "C", "C", "C", "O", "N", "C", "O", "N", "C", "O", "H", "H", "H", "H", "H", "H", "H", "H", "H", "H", "H", "N", "C", "N", "C", "C", "C", "C", "C", "H", "H", "H", "H", "H", "H", "H", "H", "H", "H"], "xyz": [[-0.463, 0.371, 0.408], [1.134, 5.600, 0.574], [1.448, 4.166, 1.020], [2.383, 4.219, 2.228], [2.001, 3.371, -0.154], [3.319, 3.580, -0.555], [3.844, 2.943, -1.665], [3.042, 2.111, -2.430], [1.718, 1.881, -2.081], [0.793, 1.123, -3.012], [1.464, -0.038, -3.740], [0.187, 2.106, -4.022], [1.219, 2.488, -0.918], [-0.108, 2.156, -0.499], [-1.035, 3.061, -0.340], [-2.150, 2.712, 0.399], [-3.355, 3.372, 0.657], [-4.104, 2.497, 1.409], [-3.346, 1.315, 1.596], [-2.145, 1.452, 1.003], [-3.919, 0.107, 2.297], [-2.876, -0.957, 2.561], [-5.013, -0.486, 1.393], [-4.542, 0.543, 3.630], [0.678, 6.165, 1.388], [0.462, 5.631, -0.283], [2.053, 6.111, 0.279], [0.523, 3.695, 1.356], [3.307, 4.756, 2.005], [2.646, 3.224, 2.582], [1.893, 4.746, 3.048], [3.943, 4.264, 0.006], [4.872, 3.118, -1.953], [3.449, 1.652, -3.321], [-0.024, 0.722, -2.417], [2.194, 0.311, -4.473], [0.713, -0.612, -4.287], [1.973, -0.701, -3.039], [0.975, 2.564, -4.624], [-0.356, 2.908, -3.519], [-0.503, 1.591, -4.694], [-0.912, 4.047, -0.774], [-3.623, 4.361, 0.321], [-5.097, 2.660, 1.791], [-2.443, -1.309, 1.627], [-3.333, -1.815, 3.057], [-2.070, -0.596, 3.197], [-4.583, -0.835, 0.451], [-5.786, 0.247, 1.164], [-5.483, -1.337, 1.891], [-3.804, 1.041, 4.261], [-4.909, -0.335, 4.164], [-5.382, 1.222, 3.488], [-3.200, -0.474, -7.431], [-2.827, -0.671, -5.992], [-2.111, -1.796, -5.589], [-1.756, -1.991, -4.268], [-0.990, -3.237, -3.899], [-2.099, -0.996, -3.321], [-1.678, -1.208, -1.966], [-1.740, -0.368, -1.062], [-2.828, 0.156, -3.709], [-3.237, 1.233, -2.747], [-3.186, 0.280, -5.039], [-3.069, -1.388, -8.007], [-2.572, 0.300, -7.877], [-4.235, -0.146, -7.523], [-1.837, -2.541, -6.326], [-0.852, -3.861, -4.779], [-1.517, -3.836, -3.154], [-0.001, -3.002, -3.501], [-1.305, -2.210, -1.713], [-3.759, 0.834, -1.877], [-3.885, 1.950, -3.248], [-2.362, 1.760, -2.364], [-3.758, 1.147, -5.349], [2.592, -3.693, 2.891], [1.372, -4.592, 2.727], [0.416, -4.139, 1.602], [-0.767, -5.117, 1.482], [-1.776, -4.712, 0.414], [1.212, -4.178, 0.312], [1.627, -5.187, -0.193], [1.506, -2.938, -0.252], [0.841, -1.806, 0.099], [1.065, -0.724, -0.525], [-0.066, -1.726, 1.065], [-0.152, -2.764, 1.987], [-0.656, -2.623, 3.072], [3.189, -4.013, 3.744], [2.295, -2.654, 3.066], [3.239, -3.721, 2.012], [0.788, -4.603, 3.648], [1.679, -5.615, 2.508], [-1.247, -5.164, 2.460], [-0.356, -6.103, 1.259], [-2.206, -3.728, 0.619], [-2.599, -5.425, 0.371], [-1.313, -4.691, -0.578], [2.120, -2.907, -1.054], [0.835, 0.918, 1.780], [1.811, 0.813, 2.389], [2.916, 0.689, 3.062], [4.212, 0.922, 2.393], [5.219, -0.104, 2.885], [5.300, -0.093, 4.410], [3.929, -0.356, 5.027], [2.904, 0.654, 4.536], [4.549, 1.936, 2.629], [4.051, 0.863, 1.316], [6.191, 0.121, 2.443], [4.922, -1.097, 2.535], [5.675, 0.879, 4.748], [6.014, -0.842, 4.754], [3.976, -0.302, 6.116], [3.591, -1.361, 4.765], [3.141, 1.658, 4.906], [1.897, 0.397, 4.860]]}



No. 3
{"formula": "C21H39As3N2PdS3", "method": "ωB97M-V/def2-TZVPD", "gap_ev": [4.971, 5.117], "total_energy_ev": -243877.70575, "total_charge": 2, "homo_ev": [-13.154, -13.154], "species": ["Pd", "C", "C", "S", "C", "C", "S", "H", "H", "H", "H", "H", "H", "C", "As", "C", "C", "C", "C", "C", "As", "C", "C", "C", "As", "C", "C", "H", "H", "H", "H", "H", "H", "H", "H", "H", "H", "H", "H", "H", "H", "H", "H", "H", "H", "H", "H", "H", "H", "H", "H", "H", "H", "H", "N", "C", "S", "C", "C", "C", "N", "C", "C", "H", "H", "H", "H", "H", "H"], "xyz": [[-0.162, -0.074, -0.010], [-4.447, 0.256, 1.654], [-3.214, -0.086, 0.877], [-1.782, 0.653, 1.350], [-3.203, -0.991, -0.188], [-4.433, -1.709, -0.664], [-1.757, -1.307, -0.966], [-4.239, 0.998, 2.423], [-4.851, -0.637, 2.135], [-5.217, 0.653, 0.991], [-5.278, -1.540, -0.002], [-4.250, -2.782, -0.725], [-4.709, -1.369, -1.663], [1.816, 3.153, -1.446], [0.407, 2.461, -0.300], [-1.152, 3.344, -1.040], [0.524, 3.315, 1.447], [1.721, 2.982, 2.379], [1.222, 3.083, 3.823], [2.362, 1.605, 2.144], [1.328, -0.023, 1.990], [0.595, -0.482, 3.721], [2.724, -1.341, 1.754], [2.826, 4.027, 2.129], [4.503, 3.806, 3.188], [5.584, 2.948, 1.783], [5.153, 5.624, 2.893], [2.813, 2.869, -1.116], [1.724, 4.239, -1.411], [1.640, 2.802, -2.461], [-1.128, 4.400, -0.770], [-2.061, 2.885, -0.663], [-1.122, 3.256, -2.125], [-0.431, 3.033, 1.899], [0.494, 4.395, 1.290], [0.410, 2.377, 4.014], [0.836, 4.085, 4.021], [2.025, 2.890, 4.534], [3.073, 1.415, 2.956], [2.954, 1.609, 1.220], [1.367, -0.337, 4.478], [0.298, -1.529, 3.699], [-0.264, 0.141, 3.951], [3.384, -1.295, 2.621], [3.297, -1.137, 0.853], [2.277, -2.331, 1.694], [2.427, 5.014, 2.375], [3.100, 4.048, 1.068], [5.393, 1.875, 1.739], [6.637, 3.081, 2.029], [5.396, 3.401, 0.808], [4.562, 6.323, 3.483], [5.106, 5.901, 1.840], [6.186, 5.682, 3.234], [5.658, -2.240, -3.577], [4.523, -2.927, -3.379], [4.305, -4.455, -3.920], [3.438, -2.208, -2.624], [2.296, -2.901, -2.236], [1.293, -2.255, -1.549], [1.351, -0.953, -1.223], [2.447, -0.279, -1.594], [3.492, -0.857, -2.285], [6.398, -2.686, -4.095], [5.814, -1.304, -3.252], [2.204, -3.950, -2.480], [0.412, -2.803, -1.247], [2.486, 0.769, -1.336], [4.318, -0.213, -2.553]]}



No. 4
{"formula": "C24H30NO5Re", "method": "ωB97M-V/def2-TZVPD", "s_squared": 3.778, "gap_ev": [4.148, 5.192], "total_energy_ev": -39227.05510, "multiplicity": 4, "total_charge": -1, "homo_ev": [-1.886, -2.935], "species": ["C", "C", "C", "C", "H", "H", "C", "H", "H", "C", "H", "H", "C", "C", "C", "O", "O", "O", "O", "C", "H", "H", "H", "C", "H", "H", "H", "O", "H", "H", "C", "C", "H", "H", "H", "H", "H", "H", "Re", "C", "C", "C", "H", "C", "C", "H", "H", "H", "H", "C", "C", "C", "H", "C", "C", "H", "H", "H", "H", "N", "C"], "xyz": [[-2.844, -2.349, -5.118], [-1.935, -1.102, -4.891], [-2.371, -3.444, -4.142], [-0.912, -3.062, -3.843], [-2.479, -4.430, -4.605], [-2.972, -3.406, -3.222], [-0.957, -1.472, -3.765], [-2.565, -0.234, -4.673], [-1.378, -0.903, -5.819], [-1.480, -0.950, -2.406], [0.050, -1.068, -3.954], [-0.320, -3.301, -4.744], [-0.277, -3.748, -2.719], [-4.324, -2.127, -4.821], [-2.705, -2.855, -6.577], [-2.133, -3.897, -6.815], [-4.746, -1.192, -4.151], [-5.120, -3.070, -5.341], [-3.211, -2.114, -7.586], [-3.968, -0.878, -7.449], [-3.557, -0.194, -6.688], [-5.018, -1.127, -7.235], [-3.898, -0.420, -8.440], [-6.496, -2.958, -4.952], [-6.601, -3.027, -3.860], [-6.997, -3.795, -5.438], [-6.921, -2.003, -5.291], [-0.484, -0.880, -1.404], [-2.333, -1.584, -2.072], [-1.929, 0.063, -2.533], [1.133, -4.119, -2.850], [-1.052, -4.173, -1.556], [-1.813, -4.932, -1.806], [-1.561, -3.329, -1.065], [-0.370, -4.616, -0.819], [1.641, -4.038, -1.882], [1.642, -3.476, -3.580], [1.239, -5.164, -3.188], [-0.136, 0.300, 0.304], [2.326, 1.230, 0.016], [2.121, 0.479, -1.174], [1.009, 1.041, -1.880], [2.745, -0.353, -1.505], [0.400, 2.056, -1.047], [1.210, 2.158, 0.169], [1.102, 2.976, 0.890], [3.204, 1.124, 0.666], [0.766, 0.874, -2.918], [-0.341, 2.787, -1.363], [-1.372, -0.696, 1.826], [-1.174, 0.717, 2.145], [-1.661, 1.508, 1.029], [-1.017, 1.113, 3.135], [-2.326, 0.586, 0.130], [-2.164, -0.756, 0.641], [-2.650, -1.648, 0.269], [-1.085, -1.544, 2.443], [-1.648, 2.587, 0.960], [-2.951, 0.873, -0.708], [1.723, 0.727, 3.085], [1.111, 0.483, 2.108]]}



No. 5
{"formula": "C5H9NO", "method": "ωB97M-V/def2-TZVPD", "smiles": "CNC(C)=O.C#C", "gap_ev": 9.127, "total_energy_ev": -8861.73231, "total_charge": 0, "homo_ev": -8.283, "species": ["C", "C", "C", "C", "C", "H", "H", "H", "H", "H", "H", "H", "H", "H", "N", "O"], "xyz": [[1.290, -0.246, -1.133], [2.220, -0.704, -0.526], [-2.186, -0.792, 0.005], [-1.111, 0.265, -0.171], [1.059, 1.068, 0.513], [0.219, 0.180, -1.269], [3.044, -1.190, 0.160], [-1.990, -1.518, 0.806], [-2.309, -1.353, -0.894], [-3.101, -0.223, 0.224], [0.082, -0.729, 1.169], [0.791, 1.846, -0.189], [1.282, 1.527, 1.504], [1.970, 0.564, 0.178], [0.001, 0.099, 0.582], [-1.261, 1.207, -0.960]]}



No. 6
{"formula": "C5H12N3", "method": "ωB97M-V/def2-TZVPD", "smiles": "C=C[C@H](C)/C(N)=N/[NH3+]", "gap_ev": 9.763, "total_energy_ev": -9840.86432, "total_charge": 1, "homo_ev": -13.601, "species": ["C", "C", "C", "C", "C", "N", "N", "N", "H", "H", "H", "H", "H", "H", "H", "H", "H", "H", "H", "H"], "xyz": [[-2.849, 0.662, -0.307], [-1.765, 0.294, 0.302], [0.634, 0.212, -0.145], [-0.557, -1.948, 0.057], [-0.687, -0.543, -0.450], [1.679, -0.464, -0.258], [0.601, 1.579, 0.038], [2.921, 0.157, 0.116], [-3.593, 1.310, 0.196], [-3.077, 0.241, -1.227], [-1.559, 0.585, 1.305], [-0.085, -2.637, -0.538], [0.155, -1.799, 0.911], [-1.555, -2.195, 0.470], [-0.837, -0.503, -1.513], [-0.304, 1.950, -0.149], [1.240, 2.262, 0.370], [3.020, 0.351, 1.196], [2.962, 1.067, -0.267], [3.657, -0.581, -0.107]]}